Density functional theory data (ωB97M-V/def2-TZVPD) for the molecule C18H25N5O5S2.

```
55
Properties=species:S:1:pos:R:3:nbo_charge:R:1
H -0.6473 0.2382 -0.2071 0.215
H 4.6750 2.2366 -2.8185 0.207
H -2.2222 -1.4770 2.7906 0.208
H 3.3623 1.5100 -3.7647 0.224
C 2.0681 3.7186 -3.0143 0.178
H -4.0580 -3.1623 2.5157 0.234
H -2.7297 4.7399 -3.1466 0.198
C 2.7315 2.2781 0.2087 -0.273
N 1.8169 1.1740 0.4307 -0.593
C -2.6866 -1.9523 3.6507 -0.619
O -1.6627 -5.5182 0.6222 -0.937
N 2.7427 2.7956 -2.2759 -0.352
H 0.5768 5.0038 -6.0296 0.256
C -3.2698 -3.3100 3.2570 -0.222
C -0.9265 -3.0040 0.6581 -0.314
H -2.5431 6.4427 -2.6116 0.194
H -1.9408 -2.0532 4.4337 0.204
H -3.7044 -3.7986 4.1350 0.197
H 2.7096 2.9386 1.0776 0.237
C -0.3822 4.6272 -4.1350 0.814
H 2.4248 -2.6217 0.6083 0.240
H -1.6493 5.1300 -1.7838 0.200
H -2.1776 -5.6194 4.1695 0.193
C -2.0447 5.4850 -2.7373 -0.264
C 3.6695 1.8136 -2.7640 -0.434
C 2.0902 -0.0804 0.0069 0.667
C -1.5268 -5.1125 3.4470 -0.219
H 0.8971 1.4060 0.7686 0.407
C -0.3608 -4.4513 4.1824 -0.621
H 0.2157 -3.8286 3.5027 0.210
S 2.1649 3.8301 -4.7397 0.291
H 3.7305 1.8545 0.0814 0.243
H -0.7156 -3.8360 5.0050 0.202
H 3.6747 0.9448 -2.1050 0.261
C -1.3105 -1.7235 0.3096 -0.207
H 0.2904 -5.2202 4.5903 0.216
C 0.4074 -3.3482 0.7650 -0.188
N 1.4795 4.0443 -0.9911 -0.280
O -0.7824 3.5021 -4.0071 -0.606
C -0.3455 -0.7532 0.0990 -0.150
O -0.9632 5.7102 -3.6329 -0.502
H -2.3617 -1.5126 0.1892 0.246
C 1.0023 -1.0769 0.2369 -0.134
C 2.3322 3.0577 -0.9957 0.298
S -2.1835 -4.2397 1.0073 2.344
N 1.3145 4.4681 -2.2517 -0.340
O -3.4208 -3.7863 0.4434 -0.939
H 1.1655 6.0213 -4.6777 0.252
O 3.1601 -0.3841 -0.4894 -0.636
C 1.3738 -2.3834 0.5467 -0.171
N -2.3183 -4.2082 2.6537 -0.702
C 0.8241 5.0294 -4.9681 -0.619
H 0.6677 -4.3696 0.9929 0.240
H -3.4848 -1.3105 4.0152 0.215
H -1.1494 -5.8586 2.7459 0.236
```

Computed properties:
E_HOMO = -8.62 eV
SMILES string = CCN(CC)S(=O)(=O)c1ccc(C(=O)NCc2nnc(SCC(=O)OC)n2C)cc1
Kohn-Sham gap = 8.71 eV
Relative energy (zero: lowest compared OMol25 entry of this formula, charge and spin) = 12.2 kcal/mol

=====

Density functional theory data (ωB97M-V/def2-TZVPD) for a structure of composition C18H25N6NaO.

```
51
Properties=species:S:1:pos:R:3:nbo_charge:R:1
C -0.2513 1.2627 -1.9748 0.178
H 1.8281 -2.2149 -3.7185 0.232
H -0.9218 6.1723 0.0186 0.222
C 0.2824 4.3912 -0.1344 0.029
H 1.3281 2.3762 2.3068 0.206
H -0.9557 2.5719 1.2180 0.367
H -2.0702 -1.9651 2.3612 0.369
N 1.0139 -0.6435 -1.9675 -0.449
C -0.8235 5.1847 -0.4129 -0.271
C 1.0127 -5.4029 -1.7053 -0.210
C -0.4587 2.6624 -1.4565 0.158
H 2.1137 -6.4687 -3.2135 0.207
H -0.2993 -2.2835 4.0898 0.175
H -0.6673 -2.3470 1.6359 0.382
C 0.5535 -4.1628 -1.2765 -0.226
H -2.3177 2.2262 2.0351 0.367
C 1.7599 -5.5022 -2.8722 -0.224
H -0.0574 -4.0721 -0.3874 0.218
C 2.0457 -4.3555 -3.6034 -0.219
C 0.3604 -1.6772 -1.5000 0.511
H -0.5639 0.7803 -4.0325 0.236
H 1.4737 -0.6382 4.1490 0.176
H 1.8423 0.3316 1.7508 0.386
H -1.0775 1.4184 3.9140 0.184
C -0.4163 -1.3950 3.4625 -0.224
N 0.4658 3.1696 -0.6267 -0.416
H -0.9950 -0.6774 4.0455 0.180
H -2.6717 5.2303 -1.5069 0.219
H 0.7804 -6.2931 -1.1325 0.204
H -2.3476 2.9793 -2.4477 0.221
N -1.3556 1.9376 1.9086 -0.860
H -1.2939 -0.3505 -2.8966 0.254
Na -0.4565 -0.0454 0.5396 0.889
C 0.8507 -3.0102 -1.9960 -0.018
N 0.9994 0.3347 2.3118 -0.664
C 0.9837 -0.8414 3.1894 -0.229
C -1.6013 3.3920 -1.7853 -0.244
H -2.0549 1.2128 -3.1893 0.205
H 1.3708 1.6727 3.9263 0.176
N -1.1260 -1.6374 2.2014 -0.862
C 1.5964 -3.1168 -3.1658 -0.209
H 1.0700 4.7622 0.5166 0.193
H 1.5637 -1.6239 2.6941 0.202
O -0.6041 -1.6423 -0.6557 -0.860
N 0.7078 0.5954 -1.4586 -0.243
H 2.6221 -4.4277 -4.5186 0.208
C -1.7844 4.6606 -1.2569 -0.167
C 0.8537 1.6379 2.9594 -0.228
C -1.1002 0.7035 -3.0821 -0.683
C -0.6033 2.0559 3.1663 -0.224
H -0.6037 3.0724 3.5733 0.175
```

Computed properties:
E_HOMO = -7.29 eV
Kohn-Sham gap = 7.42 eV

=====

Density functional theory data (ωB97M-V/def2-TZVPD) for the molecule C18H25NO3.

```
47
Properties=species:S:1:pos:R:3:nbo_charge:R:1
O 4.2460 -1.7863 -1.5490 -0.566
C -5.7691 -1.6014 0.6618 -0.387
H 5.6460 -1.2075 2.3054 0.248
H -3.3030 -0.9499 -0.4000 0.195
H -1.8291 1.4629 1.0408 0.170
H -3.8412 0.7546 -2.1495 0.206
C -2.0784 1.4083 -1.1277 -0.425
C -5.3962 -0.4718 -0.2954 -0.387
H -1.8614 2.0884 -1.9542 0.213
H -7.8761 -1.1360 0.7641 0.200
H 3.7368 -2.0211 1.1471 0.240
H 7.6876 0.0031 -1.4688 0.237
C 2.0006 2.0516 0.1421 -0.257
H -7.4600 -2.3212 -0.4734 0.201
O 7.2796 0.5791 0.8504 -0.574
C -3.9251 -0.0793 -0.1782 -0.392
N 5.9052 -0.5384 -0.5942 -0.472
H -0.4772 -0.1807 0.7449 0.219
H -6.0195 0.4002 -0.0836 0.193
C 0.5102 0.2332 0.6163 -0.324
H -4.1497 1.9427 -0.8848 0.195
C 2.8976 -0.1264 0.6326 -0.047
C 1.6042 -0.5993 0.7790 -0.170
H 4.0781 1.6100 0.1726 0.210
C -7.2378 -1.9873 0.5378 -0.600
H 4.8974 0.3849 2.2374 0.249
H -1.4844 0.5051 -1.2821 0.205
O -0.2854 2.4972 0.1301 -0.507
H -5.1459 -2.4734 0.4503 0.193
C 6.2741 -0.0460 0.6400 0.702
C 0.6965 1.5738 0.2952 0.380
C -1.6409 2.0967 0.1673 -0.064
C -3.5649 1.0550 -1.1364 -0.391
C 3.0813 1.2139 0.3040 -0.200
H 6.8361 -1.3570 -2.2626 0.222
H 6.2454 0.3019 -2.4753 0.212
H -7.4823 -2.7924 1.2266 0.208
C 6.7198 -0.3887 -1.7766 -0.422
C 4.7035 -1.2132 -0.5975 0.711
H -5.6057 -0.7855 -1.3207 0.193
H -3.7228 0.2232 0.8512 0.191
C 5.2119 -0.4656 1.6328 -0.507
H -2.1978 3.0298 0.2937 0.193
H 1.4384 -1.6384 1.0233 0.212
H 2.1367 3.0915 -0.1089 0.222
C 4.0829 -1.0514 0.7846 -0.323
H -5.5621 -1.2881 1.6878 0.193
```

Computed properties:
E_HOMO = -8.50 eV
SMILES string = CCCCCCCOc1ccc([C@@H]2CC(=O)N(C)C2=O)cc1
Kohn-Sham gap = 9.27 eV
Relative energy (zero: lowest compared OMol25 entry of this formula, charge and spin) = 20.0 kcal/mol

=====

Density functional theory data (ωB97M-V/def2-TZVPD) for a structure of composition C18H26BN4O3RuS2.

```
55
Properties=species:S:1:pos:R:3:nbo_charge:R:1
H -1.0727 -0.3524 4.6400 0.253
C -0.6094 2.9841 0.0242 -0.055
C -0.6839 -3.5809 1.0521 -0.733
N 2.1562 0.0460 -0.4224 -0.534
C 3.3103 -0.6752 -0.6048 -0.057
H -7.4248 0.9549 -0.6913 0.268
C 0.0445 -3.4192 -1.6877 -0.718
C -4.1698 -0.9107 0.0282 0.450
H 2.5544 -0.7222 4.4462 0.235
C 2.4667 1.3247 -0.5979 0.312
C -0.7139 1.4421 5.8406 -0.632
H -1.5846 1.9726 5.4585 0.229
H -5.3593 -2.6431 0.5453 0.278
C 4.3226 0.1884 -0.8944 -0.023
N 3.7709 1.4474 -0.8843 -0.458
C -5.3427 -1.6134 0.2182 -0.305
H 2.1279 1.7387 4.5158 0.265
N 0.1883 1.8663 -0.0969 -0.510
N 1.4021 3.6323 -0.5398 -0.457
O 0.0653 -0.0913 2.2878 -0.993
C 2.0234 1.2027 3.5697 -0.576
H -5.2893 2.1953 -1.0321 0.278
H 0.3095 -2.7374 -2.4919 0.260
O -2.8788 0.8671 -0.4902 -0.630
B -2.0579 -0.2213 -0.1126 0.832
S 0.2346 1.0599 3.3130 1.219
H -1.6138 -3.9388 0.6158 0.246
C 0.1337 4.0854 -0.2535 -0.030
C 2.7592 -0.1264 3.5588 -0.631
H -0.9827 1.0001 6.7989 0.264
H -0.9823 -3.7595 -1.8009 0.251
H -0.0418 -4.4172 1.3199 0.269
H 0.0806 2.1639 6.0329 0.227
H -0.8849 -2.9728 1.9314 0.256
H -7.4560 -1.3845 0.0870 0.268
C -4.1526 0.4634 -0.4148 0.363
H 5.3648 0.0155 -1.1003 0.272
C -0.2666 0.3351 4.8947 -0.567
C -6.4947 -0.9045 -0.0446 -0.030
H 3.8314 0.0651 3.5385 0.254
H 2.3662 1.8659 2.7734 0.229
H -1.6485 2.9227 0.2878 0.249
H 2.1711 4.2226 -0.8229 0.456
H -0.1219 5.1306 -0.2643 0.271
C 1.4046 2.2991 -0.4415 0.330
H 0.7282 -4.2648 -1.6779 0.269
H 0.5755 -0.2303 5.2893 0.246
H 2.5011 -0.7158 2.6796 0.215
S 0.2161 -2.5521 -0.1163 0.384
H 3.3421 -1.7478 -0.5262 0.253
O -2.9071 -1.3130 0.2023 -0.648
H 4.2809 2.2979 -1.0738 0.455
C -5.3053 1.1718 -0.6859 -0.269
Ru 0.0609 -0.2299 0.1287 0.978
C -6.4766 0.4706 -0.4961 -0.030
```

Computed properties:
E_HOMO (alpha / beta) = -17.13 / -17.12 eV
2S+1 = 5
Total charge = +3
Kohn-Sham gap (alpha / beta) = 8.81 / 5.25 eV
Relative energy (zero: lowest compared OMol25 entry of this formula, charge and spin) = 7.9 kcal/mol

=====

- Number 3 is which compound?
  C18H25NO3

=====

- What is the formula in the first record?
  C18H25N5O5S2